# 1
ORCA calculation (ωB97M-V/def2-TZVPD) on a cluster of 15 separate species, C10H50O15 in total at a distorted geometry.

The value obtained for the orbital gap is 8.60 eV. Its LUMO energy is -0.41 eV. The calculation puts the largest force on an atom at 1.54 eV/Å. Its total energy is -41892.646 eV. The energy above the lowest of the compared OMol25 structures with the same formula, charge and spin comes out at 0.0 kcal per mole.

CARTESIAN COORDINATES (ANGSTROEM)
C  -24.935  -24.674  10.752
O  -23.742  -23.992  10.329
H  -24.794  -25.752  10.703
H  -25.137  -24.374  11.782
H  -25.771  -24.324  10.149
H  -23.022  -24.629  10.353
C  -21.501  -32.940  12.021
O  -22.852  -33.355  12.106
H  -21.318  -31.957  12.471
H  -20.860  -33.700  12.469
H  -21.220  -32.808  10.975
H  -22.996  -33.803  12.942
C  -23.111  -26.332  8.075
C  -22.779  -27.459  7.137
O  -21.601  -28.157  7.624
H  -23.983  -25.820  7.664
H  -22.287  -25.620  8.117
H  -23.342  -26.670  9.084
H  -22.721  -27.132  6.096
H  -23.584  -28.205  7.163
H  -21.437  -28.805  6.929
C  -23.188  -27.763  12.583
C  -21.936  -28.441  13.158
O  -20.787  -27.606  12.942
H  -23.450  -26.860  13.129
H  -24.011  -28.458  12.757
H  -23.082  -27.687  11.503
H  -21.771  -29.360  12.585
H  -22.068  -28.685  14.215
H  -20.034  -27.913  13.475
C  -27.785  -27.453  14.709
C  -26.406  -27.217  14.120
O  -26.524  -27.287  12.687
H  -28.447  -26.624  14.469
H  -27.713  -27.498  15.802
H  -28.219  -28.403  14.398
H  -25.639  -27.927  14.439
H  -26.092  -26.200  14.354
H  -26.755  -28.212  12.497
C  -18.628  -29.651  10.312
C  -18.533  -30.693  11.404
O  -18.464  -32.004  10.847
H  -18.558  -28.609  10.623
H  -19.578  -29.821  9.799
H  -17.835  -29.804  9.578
H  -19.355  -30.669  12.119
H  -17.599  -30.520  11.958
H  -17.555  -32.225  10.636
O  -18.455  -28.634  14.137
H  -17.695  -28.368  13.604
H  -18.473  -29.599  14.075
O  -22.791  -28.526  17.024
H  -22.938  -28.771  17.942
H  -21.829  -28.399  16.949
O  -20.682  -24.366  13.490
H  -20.726  -25.062  12.811
H  -20.668  -24.843  14.329
O  -24.377  -30.914  11.767
H  -23.952  -30.337  11.101
H  -23.956  -31.779  11.653
O  -26.952  -30.241  12.428
H  -27.135  -30.598  13.303
H  -26.025  -30.507  12.237
O  -23.399  -24.286  14.119
H  -23.502  -24.898  14.856
H  -22.517  -24.498  13.728
O  -21.179  -25.794  10.822
H  -21.446  -26.510  11.426
H  -20.579  -26.214  10.196
O  -22.903  -29.819  9.687
H  -22.542  -30.541  9.161
H  -22.543  -29.016  9.278
O  -19.905  -28.357  16.767
H  -19.496  -29.144  17.144
H  -19.700  -28.398  15.823

In elementary charge units, the Löwdin charges are:
1 C -0.14
2 O -0.14
3 H 0.06
4 H 0.07
5 H 0.08
6 H 0.01
7 C -0.15
8 O -0.12
9 H 0.06
10 H 0.09
11 H 0.08
12 H 0.09
13 C -0.08
14 C -0.30
15 O -0.11
16 H 0.09
17 H 0.08
18 H 0.05
19 H 0.11
20 H 0.11
21 H 0.09
22 C -0.06
23 C -0.26
24 O -0.12
25 H 0.08
26 H 0.06
27 H 0.06
28 H 0.09
29 H 0.11
30 H 0.03
31 C -0.09
32 C -0.31
33 O -0.11
34 H 0.08
35 H 0.07
36 H 0.06
37 H 0.10
38 H 0.11
39 H 0.04
40 C -0.07
41 C -0.33
42 O -0.08
43 H 0.07
44 H 0.07
45 H 0.08
46 H 0.09
47 H 0.10
48 H 0.09
49 O -0.03
50 H 0.08
51 H 0.06
52 O -0.08
53 H 0.03
54 H -0.02
55 O -0.05
56 H 0.01
57 H 0.05
58 O -0.07
59 H 0.01
60 H 0.02
61 O -0.07
62 H 0.04
63 H 0.00
64 O -0.08
65 H 0.02
66 H -0.01
67 O -0.05
68 H 0.00
69 H 0.05
70 O -0.05
71 H 0.06
72 H 0.02
73 O -0.04
74 H 0.06
75 H 0.01


# 2
ORCA calculation (ωB97M-V/def2-TZVPD) on a structure of composition C36H76Br18 at a distorted geometry.

The value obtained for the orbital gap is 9.68 eV. Its LUMO energy is -0.30 eV. The calculation puts the largest force on an atom at 2.89 eV/Å. Its total energy is -1299327.880 eV.

CARTESIAN COORDINATES (ANGSTROEM)
C  -7.625  -24.642  10.326
Br  -8.627  -24.498  8.652
Br  -7.856  -22.902  11.289
Br  -5.740  -24.641  9.839
H  -7.914  -25.458  10.962
C  4.428  -26.285  15.068
Br  5.475  -26.701  13.517
Br  3.098  -27.683  15.307
Br  3.501  -24.594  14.775
H  5.073  -26.233  15.952
C  2.453  -28.552  11.371
Br  0.569  -28.398  11.841
Br  3.087  -26.955  10.507
Br  2.617  -29.966  10.043
H  3.056  -28.772  12.247
C  -4.192  -27.335  13.303
Br  -2.873  -26.722  12.036
Br  -5.738  -27.735  12.234
Br  -4.600  -25.915  14.453
H  -3.876  -28.237  13.847
C  -0.809  -28.501  17.302
Br  -1.715  -30.054  16.523
Br  -0.565  -27.192  15.865
Br  0.924  -29.108  17.900
H  -1.371  -28.079  18.113
C  0.416  -27.768  8.047
Br  1.522  -26.370  7.236
Br  0.303  -29.256  6.815
Br  -1.390  -27.055  8.233
H  0.829  -28.047  9.002
C  -3.105  -19.715  19.695
C  -2.802  -21.015  18.883
C  -1.297  -21.370  18.934
C  -0.915  -22.645  18.249
C  0.608  -23.020  18.447
C  0.916  -24.305  17.823
H  -4.186  -19.593  19.711
H  -2.652  -18.832  19.238
H  -2.737  -19.733  20.725
H  -3.381  -21.793  19.444
H  -3.169  -20.850  17.843
H  -0.986  -21.341  19.998
H  -0.726  -20.544  18.479
H  -1.572  -23.481  18.536
H  -1.136  -22.482  17.179
H  1.131  -22.154  17.991
H  0.832  -23.054  19.510
H  1.971  -24.568  17.819
H  0.287  -25.061  18.312
H  0.602  -24.246  16.792
C  -0.049  -24.673  13.391
C  0.737  -24.294  12.106
C  -0.031  -24.602  10.799
C  -1.184  -23.579  10.616
C  -1.936  -23.710  9.352
C  -2.840  -22.469  9.148
H  -1.077  -24.342  13.330
H  0.392  -24.237  14.297
H  -0.167  -25.777  13.467
H  0.965  -23.229  12.203
H  1.703  -24.838  12.118
H  -0.392  -25.622  10.960
H  0.642  -24.624  9.942
H  -1.868  -23.812  11.425
H  -0.827  -22.551  10.717
H  -1.207  -23.770  8.533
H  -2.546  -24.617  9.376
H  -3.464  -22.456  8.259
H  -3.574  -22.346  9.979
H  -2.199  -21.567  9.101
C  -7.522  -18.586  13.060
C  -7.365  -18.135  11.621
C  -6.228  -18.868  10.946
C  -6.243  -18.641  9.403
C  -5.415  -19.673  8.624
C  -5.508  -19.358  7.168
H  -7.710  -19.649  13.031
H  -8.341  -18.101  13.575
H  -6.569  -18.444  13.559
H  -8.271  -18.322  11.042
H  -7.212  -17.053  11.509
H  -6.321  -19.930  11.191
H  -5.286  -18.508  11.397
H  -7.282  -18.634  9.030
H  -5.834  -17.635  9.266
H  -4.383  -19.669  8.973
H  -5.790  -20.678  8.839
H  -6.551  -19.266  6.871
H  -5.008  -18.425  6.905
H  -5.072  -20.140  6.544
C  2.487  -16.302  11.606
C  2.297  -17.249  10.441
C  2.395  -18.714  10.912
C  2.439  -19.709  9.769
C  2.514  -21.183  10.235
C  2.577  -22.152  9.127
H  1.676  -16.391  12.325
H  2.582  -15.254  11.284
H  3.462  -16.604  11.999
H  1.328  -17.137  9.923
H  3.072  -16.997  9.719
H  1.581  -18.941  11.609
H  3.297  -18.777  11.573
H  1.586  -19.566  9.092
H  3.318  -19.389  9.201
H  3.327  -21.351  10.967
H  1.612  -21.358  10.819
H  3.669  -22.281  8.882
H  2.259  -23.175  9.370
H  1.929  -21.857  8.263
C  -4.226  -22.029  12.999
C  -4.074  -21.854  14.494
C  -5.264  -21.110  15.123
C  -6.606  -21.878  14.991
C  -7.742  -21.220  15.768
C  -9.064  -21.924  15.523
H  -3.249  -22.188  12.535
H  -4.662  -21.133  12.551
H  -4.827  -22.916  12.761
H  -3.945  -22.824  14.982
H  -3.155  -21.307  14.666
H  -5.448  -20.145  14.640
H  -5.074  -20.929  16.203
H  -6.914  -21.963  13.925
H  -6.411  -22.901  15.349
H  -7.479  -21.168  16.828
H  -7.792  -20.172  15.429
H  -8.959  -23.024  15.597
H  -9.763  -21.663  16.307
H  -9.495  -21.660  14.546

Atom charges from the Löwdin analysis, given in e for atoms 1 to 99:
1 C -1.48
2 Br 0.54
3 Br 0.52
4 Br 0.53
5 H -0.03
6 C -1.56
7 Br 0.57
8 Br 0.53
9 Br 0.59
10 H -0.01
11 C -1.53
12 Br 0.59
13 Br 0.59
14 Br 0.59
15 H -0.05
16 C -1.62
17 Br 0.58
18 Br 0.56
19 Br 0.61
20 H 0.00
21 C -1.52
22 Br 0.53
23 Br 0.55
24 Br 0.54
25 H -0.02
26 C -1.57
27 Br 0.52
28 Br 0.55
29 Br 0.59
30 H -0.14
31 C -0.13
32 C -0.25
33 C -0.26
34 C -0.23
35 C -0.27
36 C -0.16
37 H 0.06
38 H 0.07
39 H 0.07
40 H 0.11
41 H 0.10
42 H 0.12
43 H 0.12
44 H 0.11
45 H 0.11
46 H 0.12
47 H 0.11
48 H 0.07
49 H 0.07
50 H 0.04
51 C -0.14
52 C -0.26
53 C -0.23
54 C -0.24
55 C -0.30
56 C -0.12
57 H 0.04
58 H 0.04
59 H -0.01
60 H 0.09
61 H 0.05
62 H 0.03
63 H 0.07
64 H 0.07
65 H 0.12
66 H 0.10
67 H 0.04
68 H 0.06
69 H 0.05
70 H 0.08
71 C -0.11
72 C -0.29
73 C -0.23
74 C -0.21
75 C -0.29
76 C -0.13
77 H 0.05
78 H 0.07
79 H 0.07
80 H 0.10
81 H 0.11
82 H 0.08
83 H 0.12
84 H 0.11
85 H 0.11
86 H 0.10
87 H 0.10
88 H 0.07
89 H 0.08
90 H 0.07
91 C -0.13
92 C -0.29
93 C -0.25
94 C -0.23
95 C -0.29
96 C -0.13
97 H 0.07
98 H 0.07
99 H 0.07


# 3
ORCA calculation (ωB97M-V/def2-TZVPD) on a structure of composition C18H15F3N3O7RuS2 at a distorted geometry.

The value obtained for the orbital gap (spin up / spin down) is 7.62 / 7.60 eV. Its LUMO energy (spin up / spin down) is -1.16 / -1.99 eV. The calculation puts the largest force on an atom at 1.02 eV/Å. Its total energy is -70117.213 eV. The energy above the lowest of the compared OMol25 structures with the same formula, charge and spin comes out at 0.0 kcal per mole. The spin multiplicity is 6.

CARTESIAN COORDINATES (ANGSTROEM)
Ru  0.670  0.060  -0.266
C  2.945  1.899  1.776
C  1.578  1.951  2.364
C  1.226  2.901  3.324
C  -0.056  2.927  3.825
C  -0.968  1.965  3.408
C  -0.547  1.031  2.479
N  0.682  1.050  1.950
C  -1.436  -0.072  2.034
C  -2.590  -0.421  2.728
C  -3.380  -1.448  2.242
C  -3.005  -2.119  1.093
C  -1.823  -1.741  0.467
N  -1.075  -0.743  0.940
C  -1.342  -2.403  -0.775
C  -1.903  -3.599  -1.195
C  -1.462  -4.145  -2.391
C  -0.498  -3.479  -3.116
C  0.050  -2.289  -2.631
C  1.116  -1.598  -3.414
N  -0.367  -1.780  -1.461
H  3.613  2.589  2.289
H  2.907  2.169  0.721
H  3.350  0.892  1.826
H  1.967  3.618  3.644
H  -0.349  3.682  4.541
H  -1.979  1.969  3.783
H  -2.862  0.098  3.633
H  -4.289  -1.727  2.754
H  -3.635  -2.902  0.700
H  -2.658  -4.109  -0.618
H  -1.878  -5.078  -2.745
H  -0.136  -3.861  -4.059
H  1.082  -1.945  -4.446
H  2.097  -1.817  -2.992
H  0.973  -0.526  -3.394
F  0.951  3.428  -3.164
C  -0.155  2.775  -2.820
F  -0.043  1.502  -3.230
F  -1.189  3.323  -3.457
S  -0.402  2.832  -0.986
O  -1.171  1.600  -0.701
O  -1.072  4.069  -0.759
O  0.940  2.649  -0.444
O  2.384  -1.043  0.448
S  3.341  -0.679  -0.703
O  3.607  -1.824  -1.526
O  2.340  0.284  -1.450
O  4.450  0.084  -0.225

In elementary charge units, the natural (NBO) charges are:
1 Ru 1.76
2 C -0.68
3 C 0.31
4 C -0.23
5 C -0.13
6 C -0.23
7 C 0.17
8 N -0.49
9 C 0.23
10 C -0.22
11 C -0.13
12 C -0.22
13 C 0.21
14 N -0.49
15 C 0.18
16 C -0.24
17 C -0.13
18 C -0.23
19 C 0.30
20 C -0.69
21 N -0.50
22 H 0.22
23 H 0.27
24 H 0.27
25 H 0.23
26 H 0.23
27 H 0.22
28 H 0.23
29 H 0.23
30 H 0.23
31 H 0.22
32 H 0.23
33 H 0.23
34 H 0.22
35 H 0.30
36 H 0.25
37 F -0.30
38 C 0.70
39 F -0.33
40 F -0.31
41 S 2.33
42 O -1.01
43 O -0.91
44 O -0.98
45 O -1.00
46 S 2.56
47 O -0.97
48 O -0.99
49 O -0.95


# 4
ORCA calculation (ωB97M-V/def2-TZVPD) on the molecule C2H4N2O2 at a distorted geometry.

The value obtained for the orbital gap is 10.31 eV. Its LUMO energy is 0.06 eV. The calculation puts the largest force on an atom at 3.84 eV/Å. Its total energy is -9208.019 eV. The energy above the lowest of the compared OMol25 structures with the same formula, charge and spin comes out at 166.1 kcal per mole. As for the structure (SMILES): N#CCN(O)O.

CARTESIAN COORDINATES (ANGSTROEM)
N  0.506  2.111  -1.206
C  0.273  1.026  -0.875
C  -0.393  -0.306  -0.839
N  -0.070  -0.881  0.462
O  -1.040  -0.467  1.356
O  1.232  -0.009  0.747
H  0.057  -0.951  -1.597
H  -1.472  -0.223  -0.970
H  -0.938  -1.042  2.129
H  1.845  0.743  0.791

In elementary charge units, the natural (NBO) charges are:
1 N -0.34
2 C 0.29
3 C -0.36
4 N 0.25
5 O -0.52
6 O -0.87
7 H 0.25
8 H 0.25
9 H 0.49
10 H 0.55


# 5
ORCA calculation (ωB97M-V/def2-TZVPD) on the ion C7H12IN2O with charge +1 at a distorted geometry.

The value obtained for the orbital gap is 8.26 eV. Its LUMO energy is -4.51 eV. The calculation puts the largest force on an atom at 5.68 eV/Å. Its total energy is -20570.505 eV. The energy above the lowest of the compared OMol25 structures with the same formula, charge and spin comes out at 93.7 kcal per mole. The total charge is +1.

CARTESIAN COORDINATES (ANGSTROEM)
C  -1.159  1.384  0.208
C  -1.701  -1.286  -0.045
C  -1.672  2.474  0.647
C  -0.218  -0.856  0.141
C  -0.215  -0.852  1.735
C  0.794  -1.819  -0.307
C  0.059  0.790  -1.786
N  -2.391  -0.154  -0.250
N  -0.080  0.612  -0.221
O  -1.950  -2.411  0.057
I  -4.388  0.068  0.010
H  -1.220  3.473  0.769
H  -2.685  2.373  0.958
H  -0.014  0.178  2.059
H  0.569  -1.392  2.083
H  -1.166  -1.234  2.117
H  1.868  -1.479  -0.170
H  0.655  -2.087  -1.328
H  0.693  -2.818  0.284
H  -1.035  0.520  -2.071
H  0.351  1.834  -1.912
H  0.760  0.084  -2.069
H  0.803  1.001  0.191

In elementary charge units, the natural (NBO) charges are:
1 C 0.43
2 C 0.63
3 C -0.43
4 C 0.06
5 C -0.59
6 C -0.66
7 C -0.37
8 N -0.71
9 N -0.45
10 O -0.54
11 I 0.45
12 H 0.29
13 H 0.28
14 H 0.20
15 H 0.23
16 H 0.25
17 H 0.24
18 H 0.23
19 H 0.30
20 H 0.27
21 H 0.23
22 H 0.23
23 H 0.46